Entry 1:
The following is a quantum chemistry calculation of a structure of composition C19H29BCl30N2O6P2S in a non-equilibrium geometry, from the OMol25 dataset.

Properties
Maximum force   1.9 eV/Å
LUMO level   -0.56 eV
Net charge   0
2S+1   1
Total energy   -441199.9966 eV
HOMO level   -8.34 eV

```
90
Properties=species:S:1:pos:R:3:lowdin_charge:R:1
C -2.2829 -2.8816 -0.8310 0.049
B -1.6887 -2.4302 0.5242 -0.599
O -2.0693 -2.9373 1.7450 0.095
N -0.4836 -1.4336 0.6528 -0.185
P -0.7692 -0.6156 2.2406 0.481
S -2.4795 0.2631 2.2961 0.302
C -0.6339 -0.3339 -0.3937 -0.124
C 0.2690 -0.4697 -1.6051 -0.253
C -0.4402 0.2541 -2.8019 -0.721
O 0.3342 0.7457 -3.6459 -0.180
O -1.6967 0.2010 -2.7677 -0.065
N 0.5284 -1.8999 -1.8562 -0.239
P 1.2735 -2.1295 -3.4475 0.925
C -0.2493 -2.2023 -4.4389 -0.274
O 1.6762 -3.7333 -3.3695 -0.316
C 1.4416 -2.3553 -0.8136 -0.187
C 0.7681 -2.3227 0.5827 -0.201
C 1.7771 -2.1248 1.7216 -0.065
C 2.5996 -0.8482 1.8638 -0.493
O 3.1610 -0.6062 2.9097 0.131
O 2.7239 -0.0279 0.7707 0.057
H -1.6145 -3.5902 -1.3364 0.084
H -2.5266 -2.0655 -1.5207 0.080
H -3.2108 -3.4311 -0.6161 0.085
H -2.9586 -2.6835 2.0307 0.080
H -0.5274 -1.5496 3.2455 0.027
H 0.2618 0.3270 2.2286 -0.045
H -0.4482 0.6448 0.0744 0.116
H -1.6705 -0.2877 -0.7418 0.105
H 1.2448 0.0167 -1.4465 0.137
H -0.4174 -1.1964 -4.8398 -0.046
H -1.1221 -2.4849 -3.8401 0.049
H -0.1341 -2.9087 -5.2652 0.020
H 0.9245 -4.3130 -3.1675 0.056
H 2.3879 -1.7953 -0.8201 0.109
H 1.6890 -3.4041 -1.0102 0.117
H 0.3996 -3.3492 0.7182 0.150
H 1.3432 -2.3081 2.7102 0.110
H 2.5155 -2.9314 1.5956 0.157
H 2.0157 0.6369 0.7759 0.115
C -0.4130 2.6012 5.3018 -1.527
Cl -0.6618 0.9482 5.8715 0.506
Cl 0.1171 2.5856 3.6168 0.508
Cl -1.8644 3.5702 5.4993 0.549
H 0.3802 3.0447 5.8910 -0.022
C -6.8795 -0.4351 2.6357 -1.552
Cl -6.4008 0.6916 3.9010 0.533
Cl -5.4892 -1.3958 2.1085 0.512
Cl -8.1958 -1.4718 3.1688 0.526
H -7.2228 0.1368 1.7832 0.011
C 6.2722 0.3425 0.0478 -1.553
Cl 5.7911 -0.9678 -1.0289 0.532
Cl 7.4942 -0.1855 1.2048 0.535
Cl 6.8347 1.7206 -0.8985 0.549
H 5.3970 0.6573 0.6023 -0.007
C -11.5081 0.6913 3.4090 -1.563
Cl -12.7008 1.8954 3.8892 0.534
Cl -12.1496 -0.3738 2.1585 0.525
Cl -10.0162 1.4625 2.8705 0.513
H -11.2739 0.0862 4.2750 0.010
C 1.9826 -0.1219 8.7800 -1.553
Cl 2.4660 -0.2285 7.0882 0.511
Cl 1.2788 1.4580 9.1347 0.516
Cl 0.8592 -1.4165 9.1950 0.525
H 2.8684 -0.2362 9.3901 0.011
C 3.0886 1.2084 -5.6341 -1.562
Cl 1.8057 2.2147 -6.2869 0.528
Cl 4.2075 0.6763 -6.8978 0.512
Cl 3.9463 2.0187 -4.3254 0.509
H 2.6161 0.3355 -5.2037 -0.026
C 9.8803 3.9921 -0.0432 -1.568
Cl 10.8804 4.0323 -1.4940 0.526
Cl 10.7964 3.3919 1.3398 0.519
Cl 9.1962 5.5826 0.2965 0.520
H 9.0613 3.3089 -0.2202 -0.051
C -2.3043 -3.3588 -7.9631 -1.523
Cl -2.7008 -2.0954 -6.8039 0.504
Cl -1.1350 -2.7828 -9.1485 0.537
Cl -1.7014 -4.8055 -7.1418 0.514
H -3.2093 -3.6323 -8.4886 0.012
C 1.6054 6.3943 4.7755 -1.540
Cl 2.3012 5.2749 3.6064 0.517
Cl -0.0070 6.8996 4.2823 0.534
Cl 1.5753 5.6766 6.3926 0.533
H 2.2367 7.2718 4.8177 0.011
C -2.2816 1.6231 -6.7138 -1.476
Cl -2.9227 0.3963 -7.8172 0.463
Cl -1.2486 0.9042 -5.4943 0.709
Cl -1.4411 2.8879 -7.6242 0.508
H -3.1228 2.0868 -6.2163 0.015
```

***

Entry 2:
The following is a quantum chemistry calculation of the ion C4H13N2O with charge +1 in a non-equilibrium geometry, from the OMol25 dataset.

Properties
SMILES string   NCC[C@@H]([NH3+])CO
Relative energy (zero: lowest compared OMol25 entry of this formula, charge and spin)   1.374 eV
Maximum force   2.6 eV/Å
LUMO level   -2.90 eV
Net charge   +1
2S+1   1
Total energy   -9380.2093 eV
HOMO level   -14.32 eV

```
20
Properties=species:S:1:pos:R:3:lowdin_charge:R:1
N -1.8081 -0.5822 1.5266 -0.020
C -0.9888 -1.7327 1.0426 -0.203
C 0.1961 -1.2978 0.1422 -0.139
C 0.0406 0.1084 -0.4699 -0.268
N 0.1575 1.0600 0.6778 0.202
C 1.2283 0.3550 -1.4074 -0.188
O 1.2653 1.7698 -1.6020 -0.055
H -2.0053 -0.7043 2.5174 0.095
H -2.7395 -0.6288 1.1288 0.094
H -0.6056 -2.2893 1.8884 0.115
H -1.6860 -2.3547 0.4928 0.115
H 1.1102 -1.4953 0.7065 0.123
H 0.2148 -2.0105 -0.6810 0.127
H -0.9141 0.1542 -0.9670 0.162
H -0.6098 0.8044 1.3403 0.123
H 0.1157 2.0517 0.4370 0.168
H 1.0401 0.9117 1.1659 0.173
H 2.1383 0.0051 -0.9479 0.130
H 0.9372 -0.0982 -2.3534 0.140
H 2.0365 1.9538 -2.1496 0.108
```

***

Entry 3:
The following is a quantum chemistry calculation of a structure of composition C28H75CaN2O3SSbSi5, from the OMol25 dataset.

Properties
Relative energy (zero: lowest compared OMol25 entry of this formula, charge and spin)   0.711 eV
Maximum force   0.9 eV/Å
LUMO level   0.15 eV
Net charge   0
2S+1   1
Total energy   -114582.7405 eV
HOMO level   -6.34 eV

```
116
Properties=species:S:1:pos:R:3:lowdin_charge:R:1
Ca 0.0317 0.5285 0.7734 1.172
C -4.1712 -2.0087 0.2425 -0.168
Si -3.0782 -1.2227 1.5621 0.236
C -2.4550 -2.6341 2.6540 -0.175
C -4.1531 -0.0781 2.6217 -0.165
O -1.8399 -0.4157 0.9095 -0.608
H -5.2359 -1.9225 0.4724 0.021
H -3.9478 -3.0722 0.1320 0.008
H -3.9939 -1.5320 -0.7260 0.014
H -3.1291 -2.8498 3.4877 0.026
H -1.4696 -2.4102 3.0709 0.008
H -2.3508 -3.5532 2.0717 0.019
H -4.3395 -0.4894 3.6176 0.020
H -5.1263 0.1012 2.1586 0.020
H -3.6633 0.8922 2.7453 0.010
C -2.6055 -0.9773 -6.8010 -0.239
Si -2.3114 -2.3432 -5.5503 0.233
C -1.2733 -3.6576 -6.3863 -0.214
C -3.9580 -3.1358 -5.1364 -0.237
Sb -1.4211 -1.2337 -3.4329 0.861
Si -0.5521 -3.3370 -2.2778 0.257
C -1.9948 -4.5028 -2.0332 -0.223
C 0.1239 -2.7981 -0.6200 -0.226
C 0.8070 -4.2670 -3.1675 -0.213
Si 0.8088 -0.4508 -4.3884 0.257
C 1.5930 -1.4904 -5.7360 -0.223
C 2.0706 -0.2808 -3.0137 -0.229
C 0.4929 1.2487 -5.1323 -0.230
H -3.1207 -1.3750 -7.6797 0.030
H -1.6619 -0.5391 -7.1353 0.013
H -3.2126 -0.1729 -6.3815 0.027
H -1.8299 -4.0293 -7.2521 0.035
H -1.0782 -4.5038 -5.7253 0.014
H -0.3130 -3.2801 -6.7350 0.008
H -4.4873 -3.3906 -6.0590 0.030
H -4.5960 -2.4766 -4.5454 0.026
H -3.8178 -4.0557 -4.5650 0.014
H -2.9006 -3.9730 -1.7358 0.008
H -1.7621 -5.2382 -1.2579 0.035
H -2.2098 -5.0435 -2.9579 0.019
H -0.6077 -2.1971 -0.0716 -0.008
H 1.0378 -2.2100 -0.7622 0.008
H 0.3806 -3.6654 -0.0046 0.045
H 0.4136 -4.8614 -3.9935 0.017
H 1.2894 -4.9475 -2.4597 0.036
H 1.5757 -3.6064 -3.5678 0.005
H 1.5668 -2.5580 -5.5230 0.006
H 2.6404 -1.1912 -5.8380 0.036
H 1.1012 -1.3322 -6.6978 0.024
H 2.4320 -1.2586 -2.6844 0.025
H 1.6597 0.2407 -2.1485 -0.007
H 2.9328 0.2875 -3.3747 0.038
H 0.1028 1.1570 -6.1486 0.020
H 1.4178 1.8306 -5.1797 0.032
H -0.2440 1.8127 -4.5565 -0.009
C 2.3069 1.8546 3.7403 -0.237
Si 2.5609 0.8452 2.1173 0.637
C 3.8648 1.9407 1.1580 -0.682
C 4.6211 1.1439 0.0951 -0.115
C 4.8827 2.6546 2.0507 -0.114
C 3.0444 3.0181 0.4307 -0.151
C 3.3324 -0.8280 2.7707 -0.685
C 2.2164 -1.5335 3.5519 -0.138
C 4.5318 -0.6490 3.7033 -0.107
C 3.7370 -1.7579 1.6229 -0.121
H 3.2401 2.0807 4.2629 0.016
H 1.6594 1.3167 4.4401 -0.001
H 1.8064 2.8038 3.5201 0.008
H 5.3250 0.4415 0.5434 0.063
H 5.2009 1.8194 -0.5477 0.080
H 3.9443 0.5737 -0.5494 0.061
H 5.4695 1.9535 2.6469 0.064
H 4.3993 3.3499 2.7399 0.067
H 5.5858 3.2366 1.4403 0.078
H 2.3795 2.5699 -0.3163 0.043
H 3.7041 3.7203 -0.0966 0.081
H 2.4291 3.6010 1.1256 0.067
H 1.8492 -0.9273 4.3835 0.053
H 2.5817 -2.4794 3.9715 0.082
H 1.3617 -1.7755 2.9090 0.057
H 4.2813 -0.0381 4.5741 0.071
H 5.3706 -0.1720 3.1917 0.062
H 4.8861 -1.6191 4.0765 0.079
H 2.9626 -1.8089 0.8496 0.050
H 3.8951 -2.7782 1.9955 0.080
H 4.6616 -1.4430 1.1402 0.058
C -0.2108 3.9649 -1.9724 -0.237
S -1.2676 2.5362 -1.8782 0.833
C -2.2634 3.0160 -0.4890 -0.249
O -0.3776 1.4278 -1.3605 -0.724
H 0.3044 4.0922 -1.0198 0.057
H -0.8174 4.8378 -2.2139 0.064
H 0.5078 3.7785 -2.7685 0.056
H -2.8832 3.8671 -0.7729 0.070
H -1.6192 3.2590 0.3562 0.026
H -2.8833 2.1546 -0.2378 0.066
C -1.0235 4.3541 5.1404 -0.055
N -1.6414 3.7828 3.9487 -0.147
C -1.7868 4.7294 2.8613 -0.055
C -1.3197 2.4824 3.5892 -0.498
O -0.9250 2.2176 2.4462 -0.071
N -1.5047 1.5459 4.5515 -0.112
C -2.3556 1.7596 5.7100 -0.046
C -1.0335 0.1869 4.3773 -0.039
H -0.2283 5.0469 4.8485 0.092
H -0.5722 3.5782 5.7501 0.081
H -1.7533 4.8986 5.7431 0.092
H -2.3713 5.5790 3.2155 0.094
H -2.3160 4.2633 2.0367 0.067
H -0.8186 5.0955 2.4990 0.096
H -3.0430 2.5810 5.5258 0.094
H -1.7833 1.9677 6.6173 0.088
H -2.9357 0.8517 5.8786 0.091
H -0.5065 0.0909 3.4362 0.047
H -1.8773 -0.5036 4.3758 0.074
H -0.3529 -0.0868 5.1867 0.098
```

***

Entry 4:
The following is a quantum chemistry calculation of a structure of composition C45H40BrN8O2S3Tl, from the OMol25 dataset.

Properties
Relative energy (zero: lowest compared OMol25 entry of this formula, charge and spin)   0.000 eV
Maximum force   0.5 eV/Å
LUMO level   -0.45 eV
Net charge   0
2S+1   1
Total energy   -170573.7536 eV
HOMO level   -6.76 eV

```
100
Properties=species:S:1:pos:R:3:lowdin_charge:R:1
Tl -1.0283 0.0513 1.7590 0.701
N -4.7184 -0.4335 4.6859 0.053
C -3.6429 0.1360 4.0914 -0.909
S -3.8130 0.5611 2.4273 0.457
N -2.6219 0.3267 4.9142 -0.016
N -1.5160 0.8078 4.3153 -0.044
C -0.5690 1.2526 5.0663 -0.205
C -0.6197 1.2710 6.5535 -0.194
C -0.4889 2.4756 7.2384 -0.044
C -0.5373 2.5110 8.6247 -0.086
C -0.7071 1.3361 9.3415 -0.096
C -0.8329 0.1293 8.6655 -0.082
C -0.7961 0.0968 7.2808 -0.033
C 0.6237 1.8108 4.3845 -0.217
C 1.8235 2.0174 5.0710 -0.005
C 2.8977 2.5707 4.3999 -0.056
C 2.7625 2.9050 3.0603 -0.066
C 1.5494 2.6397 2.4486 -0.150
N 0.5073 2.1168 3.0856 0.061
H -5.5509 -0.5902 4.1520 0.069
H -4.6609 -0.6881 5.6563 0.092
H -0.3534 3.3943 6.6792 0.119
H -0.4431 3.4565 9.1435 0.100
H -0.7432 1.3597 10.4232 0.098
H -0.9664 -0.7905 9.2206 0.100
H -0.9131 -0.8387 6.7515 0.113
H 1.9019 1.7429 6.1131 0.116
H 3.8340 2.7378 4.9172 0.108
H 3.5775 3.3469 2.5031 0.100
H 1.3964 2.8516 1.3941 0.101
C -1.8491 3.6300 1.6702 -0.077
O -1.4038 2.7151 0.6696 -0.184
C -1.3474 3.1457 -0.6130 -0.195
C -1.4508 4.4694 -0.9996 -0.044
C -1.3809 4.7970 -2.3546 -0.687
Br -1.4895 6.6190 -2.8642 0.737
C -1.2360 3.8311 -3.3168 -0.094
C -1.1378 2.4845 -2.9323 -0.080
C -1.1541 2.1443 -1.5869 -0.192
O -0.9839 0.8908 -1.1588 -0.002
C -0.9769 1.4144 -3.9178 -0.243
N -0.8132 0.1484 -3.6088 0.161
C -0.6481 -0.5216 -4.8084 -0.207
C -0.4209 -1.8730 -5.0637 -0.015
C -0.2632 -2.2623 -6.3799 -0.090
C -0.3376 -1.3365 -7.4306 -0.093
C -0.5717 0.0066 -7.1949 -0.019
C -0.7202 0.3907 -5.8681 -0.185
N -0.9449 1.6183 -5.2707 0.180
H -2.8003 4.0769 1.3765 0.106
H -1.0982 4.4047 1.8438 0.097
H -1.9859 3.0355 2.5681 0.055
H -1.5780 5.2488 -0.2650 0.103
H -1.2006 4.1241 -4.3558 0.096
H -0.8590 0.3120 -1.9468 0.063
H -0.3834 -2.5911 -4.2543 0.100
H -0.0855 -3.3055 -6.6091 0.100
H -0.2124 -1.6811 -8.4483 0.101
H -0.6329 0.7191 -8.0070 0.109
H -1.0766 2.4934 -5.7429 0.152
S 2.2186 -1.1150 1.7252 0.676
C 1.9800 -2.0098 0.3668 -0.728
N 2.5876 -1.7417 -0.8071 -0.110
C 2.2216 -2.4675 -2.0033 -0.128
C 2.1259 -3.9273 -1.6596 -0.115
N 1.1593 -4.1093 -0.5936 -0.112
C 0.4023 -5.3505 -0.6564 -0.135
C -0.6589 -5.3119 -1.7244 -0.214
C -0.5203 -6.0623 -2.8861 -0.058
C -1.5155 -6.0562 -3.8554 -0.088
C -2.6518 -5.2834 -3.6741 -0.091
C -2.7926 -4.5214 -2.5203 -0.072
C -1.8050 -4.5371 -1.5486 -0.028
C 1.0045 -3.1900 0.3883 -0.712
S -0.1469 -3.2742 1.5709 0.654
C 3.6011 -0.7016 -0.9171 -0.138
C 3.1321 0.6223 -1.4719 -0.188
C 3.2437 1.7536 -0.6700 -0.040
C 2.8877 3.0054 -1.1508 -0.076
C 2.4226 3.1409 -2.4513 -0.081
C 2.3135 2.0181 -3.2595 -0.083
C 2.6566 0.7662 -2.7709 -0.035
H 3.0014 -2.3152 -2.7486 0.129
H 1.2775 -2.0932 -2.4088 0.124
H 3.1094 -4.3039 -1.3544 0.142
H 1.7910 -4.4996 -2.5255 0.124
H -0.0411 -5.5090 0.3238 0.086
H 1.1079 -6.1626 -0.8543 0.131
H 0.3605 -6.6810 -3.0213 0.110
H -1.4029 -6.6573 -4.7487 0.101
H -3.4274 -5.2743 -4.4288 0.102
H -3.6800 -3.9196 -2.3727 0.107
H -1.9186 -3.9560 -0.6418 0.090
H 4.4140 -1.1014 -1.5323 0.136
H 3.9817 -0.5404 0.0878 0.067
H 3.6036 1.6420 0.3459 0.100
H 2.9732 3.8749 -0.5108 0.105
H 2.1483 4.1162 -2.8324 0.106
H 1.9630 2.1137 -4.2802 0.103
H 2.5641 -0.0938 -3.4252 0.104
```

***

Entry 5:
The following is a quantum chemistry calculation of the molecule C4H8N2O, from the OMol25 dataset.

Properties
SMILES string   NC(=O)CN1CC1
Relative energy (zero: lowest compared OMol25 entry of this formula, charge and spin)   2.046 eV
Maximum force   0.5 eV/Å
LUMO level   0.87 eV
Net charge   0
2S+1   1
Total energy   -9304.3473 eV
HOMO level   -9.12 eV

```
15
Properties=species:S:1:pos:R:3:lowdin_charge:R:1
N 1.3627 -0.7993 -0.8866 0.165
C 0.7318 0.2524 -1.4867 -0.522
O 1.1626 0.7554 -2.5098 0.042
C -0.5577 0.8051 -0.8629 -0.104
N -0.9670 0.5922 0.5134 -0.115
C -0.0646 0.4174 1.6235 -0.141
C -1.0180 -0.6591 1.2256 -0.149
H 2.1110 -1.2106 -1.4275 0.114
H 0.9076 -1.3553 -0.1815 0.064
H -0.4860 1.8869 -1.0206 0.128
H -1.3734 0.4548 -1.5078 0.132
H 0.9907 0.2389 1.4162 0.097
H -0.2646 1.0327 2.4991 0.101
H -0.6074 -1.5814 0.8085 0.088
H -1.9277 -0.8302 1.7972 0.102
```

***

Entry 6:
The following is a quantum chemistry calculation of a structure of composition C3H8N4O in a non-equilibrium geometry, from the OMol25 dataset.

Properties
Relative energy (zero: lowest compared OMol25 entry of this formula, charge and spin)   5.345 eV
Maximum force   1.8 eV/Å
LUMO level   -0.37 eV
Net charge   0
2S+1   1
Total energy   -11244.2787 eV
HOMO level   -7.57 eV

```
16
Properties=species:S:1:pos:R:3:lowdin_charge:R:1
C -0.7096 -0.6016 -0.0375 -0.543
N -1.0456 -0.1855 -1.3058 0.086
C -0.8143 1.9371 1.1701 -0.081
N -1.3847 0.8862 1.1253 0.116
N -0.8575 -1.7474 0.4804 0.056
H -1.7624 -0.7027 -1.7982 0.088
H -1.0754 0.8111 -1.4571 0.075
H -1.3552 -2.4134 -0.1136 0.034
H -1.0643 2.8359 1.7247 0.083
H 0.7489 1.8113 0.5913 0.062
N 1.9387 -0.9355 -0.4176 0.106
C 1.2209 -0.0391 0.3309 -0.394
O 1.3555 1.2205 -0.0348 -0.019
H 1.6648 -1.8951 -0.2505 0.096
H 2.0028 -0.7030 -1.3999 0.105
H 1.1373 -0.2788 1.3921 0.132
```

***

- Number 1 is which compound?
  C19H29BCl30N2O6P2S

***

- Which value of LUMO level does entry 1 give?
  -0.56 eV

***

- HOMO level of number 6 (C3H8N4O)?
  -7.57 eV

***

- Look up the HOMO level of the first one.
  -8.34 eV